1.
A cluster of 2 separate species, C12H16N2O in total, computed with ωB97M-V/def2-TZVPD.

Each line ends with the Löwdin charge.
Positions of all 31 atoms, in Å:
1 C -2.2132 -1.5200 1.0739  -0.20
2 C -0.9659 -1.6622 1.8152  -0.12
3 C -2.3445 -1.8029 -0.4402  -0.49
4 O -3.4861 -1.8190 -1.0087  -0.06
5 N -1.2591 -2.2824 -1.1284  0.15
6 H -2.9543 -2.0710 1.6214  0.09
7 H -2.7071 -0.4321 1.0247  0.16
8 H -1.1182 -1.5048 2.8852  0.09
9 H -1.4781 -2.5566 -2.0601  0.08
10 H -0.2556 -2.4377 -0.7730  0.13
11 H -0.2602 -0.8854 1.4971  0.06
12 H -0.3284 -2.4560 1.4387  0.07
13 C -0.3091 1.7121 -2.4223  -0.09
14 C 1.9319 0.4323 0.2380  -0.21
15 C 0.9477 1.3967 -0.2490  -0.16
16 C 0.7056 1.0788 -1.6225  -0.31
17 C 1.5861 0.0703 -2.0072  -0.13
18 C 2.2799 0.5338 1.6116  -0.15
19 C 1.5455 1.2739 2.5137  -0.20
20 C 0.2463 2.2264 0.6815  -0.14
21 C 0.4029 1.9959 2.0079  -0.20
22 N 2.3179 -0.3452 -0.8733  0.03
23 H 2.9209 -1.1317 -0.7205  0.11
24 H 2.9636 -0.1199 2.1297  0.06
25 H 1.6138 -0.3474 -2.9333  0.03
26 H 1.6644 1.2062 3.5509  0.04
27 H -0.4475 3.0633 0.5636  0.07
28 H -0.0499 1.6614 -3.4883  0.07
29 H -0.2134 2.7959 -2.3623  0.07
30 H -0.4484 2.3375 2.6952  0.10
31 H -1.3029 1.4130 -2.1909  0.06

Properties
LUMO level (spin up / spin down) (Ha): 0.128 / 0.123
Spin multiplicity: 2
Net charge: -1
<S²>: 0.77
Energy above the lowest of the compared OMol25 structures with the same formula, charge and spin (eV): 2.226

=====

2.
A cluster of 2 separate species, C12H16N2O in total, computed with ωB97M-V/def2-TZVPD.

Each line ends with the Löwdin charge.
Positions of all 31 atoms, in Å:
1 C -3.8141 -0.8168 -0.3833  -0.06
2 C -2.4893 -0.5432 -0.9656  -0.24
3 C -1.7898 -1.4882 -1.6679  -0.03
4 N -0.5046 -0.9936 -1.9472  0.08
5 C -0.3648 0.2317 -1.3944  -0.23
6 C 0.6715 1.1669 -1.4302  -0.05
7 C 0.5156 2.3481 -0.7490  -0.11
8 C -0.5919 2.5367 0.1230  -0.11
9 C -1.6227 1.6261 0.1928  -0.04
10 C -1.5553 0.5148 -0.6727  -0.14
11 H -4.5109 -1.3414 -1.0497  0.08
12 H -4.2930 0.1255 -0.1035  0.08
13 H -3.7448 -1.5581 0.4218  0.08
14 H -2.0087 -2.4412 -2.1172  0.12
15 H 0.0766 -1.5216 -2.5651  0.15
16 H 1.6076 0.9034 -1.9081  0.10
17 H 1.3200 3.0704 -0.6784  0.10
18 H -0.4003 3.2248 0.9425  0.10
19 H -2.3087 1.5545 1.0284  0.11
20 C 1.3527 -0.5719 3.3731  -0.09
21 C 1.1823 -0.6263 1.8599  -0.18
22 C 2.3954 -0.9096 1.0439  -0.54
23 N 2.9668 0.1835 0.4235  0.15
24 O 2.7710 -2.0192 0.7043  0.04
25 H 0.4704 -0.1308 3.8453  0.07
26 H 2.2283 0.0341 3.6135  0.08
27 H 1.4084 -1.5454 3.8634  0.07
28 H 0.4513 -1.3697 1.5343  0.13
29 H 0.8356 0.3721 1.5659  0.10
30 H 3.7747 0.1977 -0.1669  0.10
31 H 2.7351 1.1114 0.7197  0.08

Properties
SMILES string: Cc1c[nH]c2ccccc12.CCC(N)=O
LUMO level (Ha): 0.028
Energy above the lowest of the compared OMol25 structures with the same formula, charge and spin (eV): 0.743

=====

3.
A cluster of 2 separate species, C12H16N2O in total, computed with ωB97M-V/def2-TZVPD.

Each line ends with the Löwdin charge.
Positions of all 31 atoms, in Å:
1 C -1.8398 0.0955 -0.4780  -0.12
2 C -2.1649 1.0201 -1.6190  -0.20
3 C -2.0286 2.4633 -1.2618  -0.32
4 C -2.6414 3.5854 -1.8084  -0.07
5 N -2.0301 4.6630 -1.2369  0.02
6 C -1.1255 4.2121 -0.3206  -0.18
7 N -1.1650 2.8958 -0.3080  0.08
8 H -1.4267 -0.8907 -0.6563  0.06
9 H -2.6731 -0.0322 0.2324  0.08
10 H -1.1786 0.5325 0.2761  0.06
11 H -1.5922 0.9315 -2.5449  0.11
12 H -3.2448 0.9169 -1.8027  0.11
13 H -3.1494 3.7459 -2.7473  0.11
14 H -2.2063 5.6146 -1.5340  0.15
15 H -0.4280 4.8418 0.1887  0.11
16 C 3.7059 -0.6763 1.5631  -0.06
17 C 2.5530 -1.5853 1.2102  -0.28
18 C 1.6479 -2.0463 2.1874  -0.04
19 C 0.6317 -2.9198 1.8277  -0.03
20 C 0.5188 -3.2872 0.4965  -0.34
21 O -0.4343 -4.1732 0.0671  0.04
22 C 1.3178 -2.7627 -0.5024  -0.02
23 C 2.3398 -1.9102 -0.1152  -0.05
24 H 3.9480 -0.6692 2.6207  0.07
25 H 3.4104 0.3419 1.2863  0.08
26 H 4.5409 -0.8994 0.9044  0.07
27 H 1.6869 -1.6889 3.2087  0.11
28 H -0.0775 -3.2606 2.5719  0.11
29 H -1.0683 -4.4130 0.7258  0.09
30 H 1.2754 -3.1695 -1.4989  0.12
31 H 2.8979 -1.4759 -0.9325  0.11

Properties
SMILES string: CCc1c[nH]cn1.Cc1ccc(O)cc1
LUMO level (Ha): 0.034
Energy above the lowest of the compared OMol25 structures with the same formula, charge and spin (eV): 1.530

=====

4.
An isolated molecule of C12H16N2O3, computed with ωB97M-V/def2-TZVPD.

Each line ends with the Löwdin charge.
Positions of all 33 atoms, in Å:
1 C -1.5884 -2.3298 -0.3218  -0.01
2 C -2.0079 -0.7851 -0.4974  -0.15
3 N -0.8870 0.1015 0.0285  0.12
4 C -0.8145 1.4297 -0.2763  -0.43
5 O -1.6938 2.0011 -0.8698  0.05
6 C 0.5297 2.2493 -0.1854  -0.28
7 N 0.2736 3.6072 0.2973  0.03
8 C 1.5678 1.6543 0.8631  -0.12
9 C 2.0791 0.2867 0.6672  -0.22
10 C 2.0701 -0.8915 1.5014  -0.03
11 C 1.9378 -2.2222 0.9442  -0.07
12 C 1.8923 -2.2774 -0.4767  -0.18
13 C 2.0193 -1.2170 -1.3375  -0.12
14 C 2.2374 0.0649 -0.7910  -0.03
15 C -3.3673 -0.6401 0.3089  -0.45
16 O -4.0167 -1.5310 0.6908  0.15
17 O -3.7194 0.7072 0.4900  0.07
18 H -1.9124 -2.9995 -1.1555  0.09
19 H -0.4671 -2.4152 -0.4169  0.04
20 H -1.9737 -2.5806 0.6429  0.06
21 H -1.9924 -0.2511 -1.5104  0.17
22 H -0.0123 -0.3604 0.0685  0.07
23 H 0.6719 2.4393 -1.2430  0.14
24 H -0.3738 3.7318 1.0476  0.07
25 H -0.0967 4.2700 -0.4327  0.11
26 H 0.9756 1.6673 1.8212  0.14
27 H 2.3215 2.4035 0.9180  0.10
28 H 2.1439 -0.6406 2.5802  0.11
29 H 1.6920 -3.2216 1.4053  0.12
30 H 1.5207 -3.2748 -1.0176  0.14
31 H 1.7575 -1.3448 -2.4254  0.13
32 H 2.3792 0.9903 -1.3974  0.12
33 H -3.1458 1.3791 0.0797  0.06

Properties
SMILES string: C[C@H](NC(=O)[C@@H](N)Cc1ccccc1)C(=O)O
LUMO level (Ha): 0.016
Energy above the lowest of the compared OMol25 structures with the same formula, charge and spin (eV): 3.241

=====

5.
A structure of composition C12H16N4O9P2STc, computed with ωB97M-V/def2-TZVPD.

Each line ends with the Löwdin charge.
Positions of all 45 atoms, in Å:
1 Tc 0.3642 0.2049 -1.8910  1.78
2 C 1.0057 -4.1169 -1.0212  -0.03
3 C 1.3646 -3.1705 -2.1652  -0.58
4 O 1.8959 -3.9341 -3.2183  0.01
5 P 2.6637 -1.9444 -1.6102  0.60
6 O 3.1076 -2.3631 -0.1932  -0.02
7 O 3.9381 -2.0772 -2.4931  -0.02
8 O 2.1731 -0.4778 -1.6930  -0.38
9 P -0.1061 -2.2358 -2.7075  0.40
10 O -1.0104 -3.3012 -3.3641  -0.01
11 O 0.3472 -1.0796 -3.6087  -0.37
12 O -0.6796 -1.4705 -1.4843  -0.36
13 H 1.8848 -4.6959 -0.7447  0.11
14 H 0.2381 -4.8048 -1.3736  0.11
15 H 0.6488 -3.5681 -0.1497  0.09
16 H 1.9268 -3.4564 -4.0585  0.12
17 H 4.0178 -2.1826 0.0912  0.15
18 H 4.0144 -1.5665 -3.3115  0.14
19 H -1.9360 -3.1110 -3.5801  0.14
20 N -4.2583 1.3993 4.6096  0.16
21 C -3.1713 1.1485 3.8623  -0.28
22 C -3.1533 0.0490 2.9703  0.00
23 C -2.0371 -0.2146 2.2235  -0.05
24 C -0.9139 0.6134 2.3403  -0.33
25 C -0.9149 1.7118 3.2085  -0.05
26 C -2.0288 1.9766 3.9595  0.00
27 S 0.5018 0.2617 1.4411  0.64
28 O 1.6329 0.9587 1.9556  -0.24
29 O 0.5673 -1.1229 1.0894  -0.30
30 N 0.2283 0.9621 -0.1020  -0.21
31 C 0.3618 2.3018 -0.4320  -0.45
32 N 0.5939 2.3187 -1.7731  -0.03
33 C 0.7348 3.5043 -2.3754  -0.04
34 C 0.6634 4.6566 -1.6164  0.01
35 C 0.4336 4.5186 -0.2543  -0.02
36 N 0.2697 3.3355 0.3519  0.20
37 H -5.0671 0.8035 4.5726  0.12
38 H -4.2740 2.1584 5.2686  0.12
39 H -4.0219 -0.5925 2.9010  0.12
40 H -2.0085 -1.0703 1.5613  0.12
41 H -0.0329 2.3318 3.2907  0.12
42 H -2.0354 2.8125 4.6467  0.12
43 H 0.9126 3.5087 -3.4427  0.14
44 H 0.7860 5.6298 -2.0664  0.13
45 H 0.3724 5.3905 0.3860  0.14

Properties
LUMO level (spin up / spin down) (Ha): -0.321 / -0.319
Spin multiplicity: 4
Net charge: +2
<S²>: 3.77
Energy above the lowest of the compared OMol25 structures with the same formula, charge and spin (eV): 1.848

=====

6.
A cluster of 2 separate species, C12H16NO4PS in total, computed with ωB97M-V/def2-TZVPD.

Each line ends with the Löwdin charge.
Positions of all 35 atoms, in Å:
1 C 3.0398 -1.3950 0.6701  -0.10
2 C 3.6690 -0.0268 0.1880  -0.21
3 C 2.9920 1.2503 0.8057  -0.22
4 O 1.5542 1.2411 0.7696  -0.19
5 C 1.0531 1.7170 -0.4900  -0.16
6 C -0.2971 0.9398 -0.7261  -0.12
7 C -1.2153 0.6788 0.4019  0.00
8 C -2.4631 -0.0810 0.2058  -0.31
9 P -3.6343 -0.4360 1.6182  0.36
10 S -3.8184 -2.3599 1.9486  0.09
11 C -2.7816 -0.5643 -1.1331  -0.06
12 C -1.8614 -0.2612 -2.2348  -0.03
13 C -0.6053 0.4702 -2.0854  0.07
14 C -2.5227 -0.8699 -3.5002  -0.38
15 O -2.2219 -0.7270 -4.6575  0.11
16 N -3.6351 -1.6324 -3.0553  0.16
17 C -3.9736 -1.3881 -1.6889  -0.38
18 O -4.9716 -1.8113 -1.1774  0.09
19 H 3.7281 -1.9528 1.3681  0.07
20 H 2.0601 -1.2925 1.1978  0.07
21 H 2.9235 -2.0527 -0.2335  0.07
22 H 3.6546 0.0184 -0.9340  0.10
23 H 4.7422 -0.0201 0.5370  0.11
24 H 3.3676 2.1706 0.2804  0.12
25 H 3.2841 1.3280 1.8898  0.10
26 H 0.8497 2.8245 -0.4367  0.14
27 H 1.7778 1.4937 -1.3254  0.13
28 H -0.9479 1.0668 1.4134  0.11
29 H -4.9097 0.1346 1.3004  -0.01
30 H -3.1561 0.2092 2.8009  -0.02
31 H 0.0606 0.6472 -2.9586  0.13
32 H -4.3974 -1.7819 -3.7143  0.16
33 O 3.1833 0.7179 4.0795  -0.06
34 H 2.2785 0.9475 3.8359  0.04
35 H 3.1942 0.7975 5.0402  0.04

Properties
SMILES string: CCCOCc1cc([PH2]=S)c2c(c1)C(=O)NC2=O.O
LUMO level (Ha): -0.030